89
Properties=species:S:1:pos:R:3:lowdin_charge:R:1 method="wB97M-V/def2-TZVPD" orbital_gap_ev=9.83 energy_ev=-73047.5174 e_lumo_ev=0.01
N -2.37975 -0.19971 2.61073 0.10
C -2.89986 0.55210 1.67920 -0.13
C -3.29884 1.45987 0.33256 -0.31
P -4.40703 0.47011 -0.86653 0.81
O -3.79245 0.22120 -2.30129 -0.48
C -1.93563 2.08390 -0.33034 -0.41
N -2.16116 3.03561 -1.48599 0.06
C -1.17923 2.97890 0.86216 -0.03
N -0.72381 3.71800 1.85331 0.10
C -0.92868 0.88936 -0.83592 -0.09
O 0.46322 1.17624 -0.35598 -0.20
O 0.98212 -0.02863 -0.22851 -0.10
H -3.94288 2.38328 0.72672 0.14
H -5.69606 1.14707 -0.96299 0.01
H -4.68234 -0.84916 -0.28323 0.02
H -2.56604 3.95516 -1.17109 0.06
H -1.18169 3.24323 -1.84716 0.12
H -1.19191 -0.17449 -0.40533 0.12
H -0.95649 0.79864 -2.00303 0.15
H 0.85369 -0.37806 0.70285 0.11
O 1.35731 -1.46065 2.58593 -0.06
H 2.22331 -1.88141 2.47691 0.00
H 1.23120 -1.43001 3.54621 0.05
O -3.27589 5.93830 -1.59202 -0.07
H -3.00699 6.68620 -2.14627 0.05
H -4.20531 6.12082 -1.38744 0.02
O -4.94691 -2.91703 -0.77047 -0.09
H -4.78897 -2.61497 -1.67749 0.04
H -5.25231 -3.83038 -0.87776 0.01
O -7.74162 0.82701 -1.80134 -0.09
H -7.74148 0.52344 -2.72151 0.05
H -8.50508 1.42165 -1.75115 0.01
O 1.24830 0.57943 -3.61848 -0.06
H 2.11429 0.15868 -3.72750 0.02
H 1.12218 0.61007 -2.65820 0.01
O 4.17969 -2.30461 2.64229 -0.04
H 4.62517 -1.88693 1.88999 0.07
H 4.67990 -1.99456 3.41212 0.07
O -9.95064 2.45936 -3.04609 -0.06
H -9.95050 2.15579 -3.96626 0.05
H -10.71410 3.05400 -2.99590 0.05
O 4.06187 -5.58078 3.71800 -0.06
H 4.15999 -5.27562 4.63240 0.05
H 4.03584 -4.76247 3.19967 0.02
O -0.66494 6.73838 2.54495 -0.08
H -0.50701 7.04044 1.63793 0.04
H -0.97034 5.82504 2.43765 -0.02
O 6.74034 -7.05602 3.47343 -0.10
H 6.74048 -7.35959 2.55326 -0.01
H 5.97688 -6.46138 3.52362 -0.02
O -2.02375 -2.04405 -1.31763 -0.08
H -1.63922 -2.54082 -0.57992 0.04
H -2.97932 -2.10813 -1.17014 -0.02
O -6.44010 -5.25221 -1.75204 -0.06
H -6.22050 -6.02204 -2.29794 0.06
H -6.58169 -5.62441 -0.86864 0.01
O 3.54908 -0.56855 -5.50091 -0.05
H 2.92918 0.16431 -5.63324 0.05
H 3.07945 -1.33905 -5.85412 0.06
O -6.94192 -5.96493 1.21225 -0.05
H -7.46281 -6.59049 1.73782 0.05
H -6.63757 -5.31161 1.85996 0.06
O 1.78135 6.89208 4.94512 -0.06
H 1.25523 7.26330 5.66918 0.05
H 1.12112 6.63405 4.28444 0.02
O 5.94908 -2.46380 -4.67498 -0.06
H 5.32918 -1.73094 -4.80731 0.01
H 5.47945 -3.23430 -5.02820 0.04
O 3.67284 9.33656 3.63448 -0.08
H 4.50181 9.36319 4.13545 0.01
H 3.18305 8.60064 4.03135 0.00
O 0.76187 -3.09690 -0.73629 -0.05
H 0.85999 -2.79174 0.17810 0.02
H 0.73584 -2.27859 -1.25463 0.03
O 8.54034 -4.51403 -4.61157 -0.07
H 8.54048 -4.81760 -5.53174 0.04
H 7.77688 -3.91939 -4.56138 0.00
O -5.14192 7.63608 -0.14201 -0.06
H -5.66281 7.01052 0.38356 0.05
H -4.83757 8.28940 0.50570 0.06
O 5.98896 -5.71684 1.38517 -0.06
H 6.75169 -5.15920 1.17035 0.06
H 5.81705 -6.20421 0.56547 0.06
O 6.88896 9.11689 3.87915 -0.06
H 7.65169 9.67453 3.66433 0.04
H 6.71705 8.62953 3.05945 0.05
O 7.57284 -9.47093 1.29898 -0.06
H 8.40181 -9.44430 1.79995 0.04
H 7.08305 -10.20685 1.69585 0.04



53
Properties=species:S:1:pos:R:3:lowdin_charge:R:1 method="wB97M-V/def2-TZVPD" orbital_gap_ev=6.83 total_charge=-1 relative_energy_kcal_mol=88.0 energy_ev=-45118.1079 e_lumo_ev=2.46
C -0.74226 -1.22942 -0.95491 -0.24
N 0.49015 -2.02479 -0.85003 0.06
C 0.83551 -3.00109 -0.11044 -0.55
N 0.22745 -4.11451 0.35236 0.15
O 2.16146 -3.04766 0.25575 0.03
C -2.03378 -2.07675 -1.14466 -0.27
C -2.96521 -2.15754 0.05185 -0.70
S -2.93361 -0.87264 1.33747 0.38
H -0.86569 -0.68206 -0.01998 0.02
H -0.54854 -0.62098 -1.83807 0.09
H -1.53949 -3.24122 2.56040 0.04
H -0.77257 -4.11502 0.35351 0.08
H 0.77244 -4.79401 0.84145 0.10
H -2.48656 -1.60727 -2.03896 0.09
H -1.73872 -3.00319 -1.64384 0.10
H -3.99417 -2.16191 -0.33670 0.03
H -2.91979 -3.18043 0.46586 0.03
H 2.52600 -2.18004 0.45396 0.05
H 1.21669 -1.43657 3.46068 0.03
O 0.53199 -0.87598 3.83010 -0.07
H 1.96620 1.05354 -2.21095 0.04
H 2.27149 -0.05313 -3.26667 0.01
O 2.06405 0.89300 -3.15518 -0.07
H 0.07305 1.40359 3.03901 0.03
H -0.61127 0.96053 1.79040 0.00
O -0.17637 1.73606 2.16708 -0.06
H -1.03403 -1.93959 2.00059 -0.08
H -0.26579 -1.41544 3.85768 0.02
O -0.71404 -2.79916 2.33312 -0.13
H 2.48088 1.42860 3.20978 0.02
H 2.94933 1.91177 1.90002 0.00
O 3.25627 1.84013 2.81112 -0.05
H 3.55751 -0.99968 -2.03043 0.02
H 2.29506 -1.79939 -2.69133 0.03
O 3.22321 -1.55636 -2.73331 -0.06
H -2.93502 1.19148 -0.53638 -0.01
H -4.02186 2.13972 -1.03100 0.05
O -3.14355 1.81760 -1.24631 -0.07
H 0.97786 3.92659 -0.49295 0.01
H 1.18528 2.95275 0.60565 0.00
O 1.67923 3.59759 0.08446 -0.07
H 3.96138 0.14488 0.39450 0.06
H 2.27006 0.08853 0.30281 0.05
O 3.14023 -0.28257 0.15693 -0.03
H -2.55986 4.02600 0.77538 0.01
H -2.12085 2.85681 1.68792 0.00
O -2.79928 3.53021 1.56552 -0.07
H 0.48458 2.05538 -3.32871 0.02
H 1.34673 3.15555 -3.19604 0.04
O 0.41798 2.96361 -2.98616 -0.09
H -1.09402 4.57534 -1.86144 0.03
H -2.03947 3.21720 -1.59256 0.00
O -1.30628 3.80188 -1.34836 -0.09



87
Properties=species:S:1:pos:R:3:lowdin_charge:R:1 method="wB97M-V/def2-TZVPD" orbital_gap_ev=9.24 total_charge=-1 relative_energy_kcal_mol=5.5 energy_ev=-65755.4255 e_lumo_ev=2.21
O 6.19165 -14.04209 14.36234 0.14
C 7.18672 -13.42926 14.73888 -0.26
O 8.39327 -13.20830 14.01395 0.17
B 9.19853 -12.25756 14.78142 -0.94
O 8.67770 -12.35913 16.17305 0.19
C 7.47462 -12.84178 16.15473 -0.44
O 6.75418 -12.87232 17.08162 0.17
O 9.20654 -10.89790 14.30627 0.21
C 10.51224 -10.55750 14.07465 -0.31
O 10.83391 -9.50601 13.58056 0.15
C 11.39679 -11.81752 14.36649 -0.35
O 10.61071 -12.72838 14.75150 0.25
O 12.67191 -11.84243 14.18884 0.04
O 3.89808 -12.15601 17.97082 -0.05
H 3.24197 -11.89604 18.61748 0.02
H 4.37969 -12.86871 18.39074 0.02
O 12.93204 -14.27213 12.11660 -0.03
H 13.81585 -14.31356 11.75135 0.05
H 12.85238 -13.37896 12.45145 0.02
C 8.18640 -10.05166 19.00001 -0.91
O 8.16721 -9.24421 19.86755 0.04
N 7.76040 -11.23738 19.20881 0.19
N 8.33166 -9.72394 17.80975 0.21
H 7.56406 -11.53146 20.15489 0.13
H 7.96543 -11.90052 18.47512 0.07
H 8.29128 -8.76248 17.50304 0.13
H 8.40512 -10.46041 17.12251 0.09
C 5.81653 -8.61460 13.80986 -0.75
O 4.92150 -9.08471 13.11077 0.02
N 5.54426 -8.04231 14.96625 0.15
N 7.09869 -8.61415 13.67592 0.19
H 6.34447 -7.54699 15.33289 0.10
H 4.56902 -7.81061 15.09004 0.12
H 7.57955 -9.18671 12.99691 0.09
H 7.68926 -8.08873 14.30463 0.12
C 7.22736 -11.41292 10.83504 -0.79
O 8.15726 -12.03203 10.35056 0.02
N 6.64691 -10.39666 10.21558 0.15
N 6.68522 -11.55680 11.98611 0.20
H 6.96646 -10.01876 9.33513 0.11
H 6.08016 -9.85424 10.85172 0.08
H 5.93211 -10.89378 12.10160 0.09
H 6.93909 -12.38772 12.50110 0.10
C 10.21592 -16.61299 12.90414 -0.85
O 9.50521 -17.43009 13.42576 0.02
N 11.44870 -16.63218 13.22256 0.16
N 9.90146 -15.62873 12.13284 0.20
H 11.88321 -17.37765 13.74752 0.12
H 12.06311 -15.89333 12.91161 0.06
H 10.72750 -15.18175 11.76141 0.10
H 8.90893 -15.44174 12.12828 0.13
C 9.32827 -8.11597 10.86787 -0.05
C 10.55492 -7.20790 10.75230 -0.55
C 11.31969 -7.22538 9.50963 -0.06
O 10.22865 -5.95826 11.27296 -0.03
H 9.61326 -9.13895 10.62211 0.08
H 8.38444 -7.92257 10.35809 0.07
H 9.13770 -8.25997 11.93138 0.04
H 11.16433 -7.57470 11.57824 0.13
H 10.63402 -6.97799 8.69923 0.08
H 11.68684 -8.21572 9.24033 0.09
H 12.04134 -6.40976 9.46387 0.09
H 9.61075 -5.59271 10.63564 0.09
C 8.83664 -15.84394 17.36467 -0.05
C 9.77478 -17.07848 17.26343 -0.47
C 11.27075 -16.71259 17.04450 -0.03
O 9.63637 -17.61782 18.52187 -0.05
H 9.09169 -15.11812 18.13684 0.08
H 7.80064 -16.17856 17.41801 0.09
H 8.97837 -15.35739 16.39964 0.07
H 9.26758 -17.61025 16.45840 0.14
H 11.64915 -16.45812 16.05447 0.06
H 11.99177 -17.39521 17.49423 0.07
H 11.52085 -15.85050 17.66285 0.05
H 10.14858 -17.00339 19.05264 0.08
C 12.80353 -12.70308 17.90159 -0.04
C 12.34459 -12.08250 19.23428 -0.51
C 10.87858 -12.24697 19.42017 -0.05
O 13.01694 -12.77950 20.21360 -0.05
H 12.26224 -12.33172 17.03141 0.06
H 12.81782 -13.79217 17.94370 0.07
H 13.82720 -12.61211 17.53838 0.08
H 12.62540 -11.03487 19.34254 0.14
H 10.43562 -12.02696 18.44885 0.07
H 10.42717 -11.63796 20.20339 0.08
H 10.55689 -13.24124 19.73008 0.09
H 13.95190 -12.76404 19.99632 0.09



11
Properties=species:S:1:pos:R:3:lowdin_charge:R:1 method="wB97M-V/def2-TZVPD" orbital_gap_ev=9.81 relative_energy_kcal_mol=77.9 smiles=C[C@@]12C[C@@H]1O2 energy_ev=-6288.5395 e_lumo_ev=1.07
C 0.81634 -1.07492 0.51942 0.01
C 1.23487 -0.08208 -0.68713 -0.19
C 0.10271 0.21207 0.14176 -0.41
C -1.37827 0.74653 -0.01357 0.01
O 1.25965 1.08916 0.08809 -0.02
H 0.16879 -1.86822 0.25472 0.07
H 1.47762 -1.20155 1.51500 0.14
H 1.46337 -0.17391 -1.83525 0.17
H -1.46264 1.03900 -1.04315 0.06
H -1.72537 1.49321 0.69187 0.06
H -1.95706 -0.17927 0.36823 0.10



50
Properties=species:S:1:pos:R:3:lowdin_spin:R:1 method="wB97M-V/def2-TZVPD" orbital_gap_ev="6.36 / 5.63" s_squared=16.0535 relative_energy_kcal_mol=0.0 multiplicity=8 energy_ev=-74871.3906 e_lumo_ev="0.06 / -0.67"
C -0.74916 0.64401 -3.61443 0.00
C -0.85063 0.22575 -2.27496 0.00
N 0.12821 0.64927 -1.37409 -0.01
C 0.87131 1.71927 -1.70592 0.00
C 0.78583 2.31331 -2.96159 0.00
C 0.00628 1.73940 -3.96116 0.00
C -1.93654 -0.60137 -1.89577 0.00
P -2.31898 -1.00552 -0.18455 0.00
Gd 0.05005 -0.19502 1.11744 6.87
P 2.43078 1.24021 0.60942 -0.01
C 1.79177 2.39889 -0.67912 0.01
O -0.70711 -3.22370 -3.35559 0.00
O -0.33314 -4.57448 -0.28541 0.00
H -1.42483 0.17270 -4.31819 0.00
H 1.40476 3.17542 -3.13316 0.00
H -0.02979 2.18266 -4.94004 0.00
C -3.78498 0.13753 -0.19922 0.00
C -3.10899 -2.66792 -0.15099 0.00
H 2.66525 2.81850 -1.20786 0.00
H 1.25189 3.21977 -0.16775 0.00
H -0.96624 -2.52238 -2.70180 0.00
H -2.43799 -1.09569 -2.76251 0.00
C 2.79254 2.46923 1.92726 0.00
C 4.07238 0.82720 -0.01651 0.00
H 1.03223 -1.89096 0.71939 -0.01
H 0.55320 -4.97104 -0.08628 0.00
H -0.08971 -3.98437 -1.01855 0.00
H 0.21430 -3.01951 -3.52849 0.00
H -0.62600 1.44994 1.36464 0.15
H 1.53584 -2.01288 1.30472 -0.01
H -4.57022 -0.28214 -0.85740 0.00
H -4.11618 0.24753 0.84465 0.00
H -3.42956 1.10141 -0.60667 0.00
H -3.90169 -2.78571 -0.90291 0.00
H -2.34794 -3.45016 -0.27103 0.00
H -3.53364 -2.78803 0.85578 0.00
H 4.73213 1.70514 -0.02074 0.00
H 4.49262 0.05396 0.64144 0.00
H 3.99177 0.40622 -1.02670 0.00
H 3.76957 2.94870 1.73384 0.00
H 1.99010 3.22699 1.97302 0.00
H 2.81603 1.91794 2.88290 0.00
C -0.53743 1.06155 4.65141 0.00
S -0.00306 -0.52301 4.00085 0.00
O 1.20438 -0.20019 3.13372 -0.01
O 0.22918 -1.43271 5.07140 0.00
O -1.07593 -0.92909 3.00612 -0.01
H 0.27676 1.47246 5.26276 0.00
H -1.42389 0.87586 5.27207 0.00
H -0.78553 1.75507 3.83653 0.01



9
Properties=species:S:1:pos:R:3:lowdin_charge:R:1 method="wB97M-V/def2-TZVPD" orbital_gap_ev="8.25 / 6.46" total_charge=+2 relative_energy_kcal_mol=86.2 energy_ev=-59604.3922 e_lumo_ev="-13.19 / -14.06"
O -0.27872 1.17268 -0.05880 0.15
Ga 2.79225 0.47904 0.43683 1.23
O 1.76912 1.48952 -0.73737 0.08
C 0.98618 0.78864 -0.04401 -0.38
C -1.22210 0.13536 0.06175 0.12
C -0.78123 -1.12969 -0.10556 0.31
H -1.97720 0.39918 0.80459 0.20
H -0.11214 -1.43138 -0.91204 0.15
H -1.17616 -1.90336 0.55461 0.16



24
Properties=species:S:1:pos:R:3:lowdin_spin:R:1 method="wB97M-V/def2-TZVPD" orbital_gap_ev="7.48 / 7.33" total_charge=+2 s_squared=0.7563 multiplicity=2 energy_ev=-89453.3404 e_lumo_ev="-9.02 / -8.94"
Mn 0.04435 -0.85738 0.00042 0.99
O -3.49405 0.94362 0.00052 0.00
C -2.23695 0.65062 -0.00028 0.00
O -1.79465 -0.55668 -0.00138 0.01
C -1.18965 1.65602 0.00052 0.00
C -1.23395 3.04192 0.00002 0.00
C -0.02805 3.74662 0.00022 -0.01
C 1.19585 3.07572 0.00012 0.00
C 1.20255 1.68662 0.00052 0.00
N 0.01375 0.99412 0.00162 0.00
C 2.27525 0.70452 -0.00028 0.00
O 3.55685 0.90522 0.00012 0.00
O 1.84135 -0.50458 -0.00138 0.01
H -4.10015 0.17622 -0.00028 0.00
H -2.18275 3.55992 -0.00038 0.00
H -0.04585 4.82592 0.00012 0.00
H 2.11625 3.64162 -0.00048 0.00
H 3.88755 1.81922 0.00042 0.00
Cl -0.29715 -5.88318 -1.67458 0.00
C 0.02225 -5.29778 -0.00058 0.00
Cl 1.63135 -5.87548 0.56102 0.00
Cl -1.27015 -5.87458 1.11002 0.00
C 0.03345 -3.86888 0.00052 0.00
N 0.05245 -2.70928 0.00352 0.00